A structure of composition C30H50OsP. Source: OMol25; level of theory: ωB97M-V/def2-TZVPD.

```
! wB97M-V def2-TZVPD RIJCOSX def2/J DEFGRID3
* xyz 1 5
Os -0.9737 0.3927 -0.3153
P 0.9495 1.4985 0.9224
C -3.7710 1.9613 0.3007
C 3.3417 0.7366 2.5981
C 3.0494 3.4714 0.2357
C 1.5980 -5.5840 -0.8541
C 1.1212 -4.1985 -2.7071
C 1.6816 -0.1784 -3.9133
C -0.9445 -0.6755 -3.9576
C 0.4259 2.9808 1.9465
C 3.2674 1.0169 -0.5572
C 1.3642 3.4104 3.0899
C -3.0102 0.6699 0.2046
C 1.9258 0.3642 2.0739
C 1.3557 -5.3763 -2.1110
C 0.1607 0.5039 -3.7107
C -0.9447 1.9785 -1.7386
C -1.4807 -2.4735 1.6573
C 1.0239 -0.0395 3.2432
C -2.8457 0.1396 2.7849
C 1.4312 -3.5304 -0.2781
C -2.1755 -2.6938 -1.3425
C 1.6528 -4.5312 0.3139
C 0.0110 1.0292 -2.1750
C -2.3025 -1.4176 -0.5697
C -0.9962 2.8552 2.4873
C 2.3239 2.1831 -0.1667
C -1.9992 -1.3256 0.8247
C 1.0388 -3.0338 -1.4873
C -2.5080 -0.0875 1.3258
C -3.6379 0.0951 -2.2534
C -2.9332 -0.1842 -0.9644
H -1.6189 -1.1157 -3.1640
H 2.3414 4.2679 0.5047
H -3.1897 2.7448 0.8059
H 0.9952 1.4015 -1.8844
H 1.7618 2.5272 -1.0491
H -2.4182 -2.5334 -2.4021
H -3.2691 1.0171 -2.7239
H 0.4203 3.7828 1.1870
H -0.9649 2.7287 -0.8519
H 1.2939 2.7471 3.9664
H 0.8444 -3.5246 -3.4089
H 2.0434 -0.5083 1.4001
H 0.7831 0.8169 3.9005
H -1.3326 3.8276 2.8918
H -3.5273 1.0635 2.9417
H -1.0506 2.1277 3.3119
H 1.3137 -5.9557 -2.7817
H 4.0133 1.2286 1.8812
H -3.4749 -0.7331 -2.9512
H 1.8302 -1.1459 -4.4484
H 2.3104 0.5681 -4.6252
H -1.8547 -0.2064 -4.7416
H 3.3083 1.3603 3.5100
H 2.4125 -0.2995 -3.0632
H 0.3234 -2.2591 -1.0125
H -0.6052 -2.9703 1.1020
H 3.5432 1.0493 -1.6400
H -4.0258 2.3327 -0.7022
H 2.7715 0.0298 -0.3560
H -1.8604 0.2667 3.3398
H 3.7922 3.3399 1.0333
H 4.2205 1.0844 0.0093
H -2.8796 -3.4482 -0.9306
H 1.5354 -0.7979 3.8606
H -3.3913 -0.8148 3.1598
H -4.7193 0.2206 -2.0663
H 2.4164 3.5149 2.7953
H 3.8475 -0.2080 2.8785
H -4.6938 1.7865 0.8820
H 1.7524 -6.7611 -0.5001
H -1.1262 -2.0541 2.6546
H 1.0359 4.4068 3.4280
H -1.1451 -3.0916 -1.2622
H -0.6763 -1.6064 -4.5257
H -1.7021 2.5588 1.6973
H 3.5904 3.8295 -0.6561
H -1.9592 2.3305 -2.0830
H 0.0862 -0.4877 2.8764
H -2.3344 -3.2256 1.8263
H 2.0332 -5.1700 1.0789
*
```

The frontier orbital gap (alpha / beta) comes out at 7.2 / 6.6 eV. The value obtained for the relative energy (zero: lowest compared OMol25 entry of this formula, charge and spin) is 10.072 eV. The value obtained for the molecular weight is 631.9 g mol⁻¹. As for the expectation value of S²: 6.072.

Löwdin population analysis, charges in e, atoms 1 to 2: Os 1.302; P 1.021

---

A structure of composition C30H50P4SeTb. Source: OMol25; level of theory: ωB97M-V/def2-TZVPD.

```
! wB97M-V def2-TZVPD RIJCOSX def2/J DEFGRID3
* xyz 3 7
Tb 0.1030 0.5258 0.9105
Se -1.7921 1.5855 -1.0659
P 1.6268 1.8912 -0.8411
P -2.1606 -1.1028 0.7993
P 0.2946 -1.1580 -1.6000
P 2.5961 -1.1318 1.7957
C -3.3221 -0.1537 1.8831
C 4.5020 -2.0110 -0.0521
C -5.2358 3.8374 -0.4751
C -2.4722 3.8320 0.0768
C -2.2496 -2.7451 1.5915
C -4.4075 2.9745 -1.1881
C 1.2200 3.4799 -0.0424
C 4.4535 -0.6126 3.7361
C 3.3558 -4.4701 -0.5620
C 3.3275 -2.4163 0.6359
C -4.7363 4.5556 0.5955
C -0.6426 -0.9473 -3.2561
C 2.8090 -3.6705 0.4083
C -2.3615 4.4405 4.2420
C 5.3749 -2.3199 5.2094
C 4.4497 -4.0370 -1.2679
C -3.3471 4.4827 0.9134
C -3.3312 5.3690 4.0725
C 3.5013 -2.9014 3.8273
C 1.8969 -1.2958 -2.4766
C 5.0658 -2.8194 -1.0194
C 5.3698 -1.0031 4.7515
C 3.4232 1.9277 -0.8075
C -3.2801 -1.4667 -0.6041
C 1.3198 2.3338 -2.5700
C 3.5540 -1.5888 3.2532
C -0.0104 -2.9999 -1.6646
C 0.9596 -1.5883 2.3661
C 4.4354 -3.2485 4.7764
C -3.0532 2.9478 -0.8370
H -6.2779 3.9222 -0.7501
H -1.6216 -2.8039 2.4896
H -1.7344 -1.0281 -3.1385
H 2.0710 4.1093 -0.3066
H 2.6182 -1.8098 -1.8463
H -1.9061 1.4712 0.4882
H 0.5400 -0.7005 2.8687
H -3.2989 -2.9021 1.8681
H -0.9559 -3.3102 -1.2047
H -1.3470 3.9201 0.1870
H -0.3238 -1.7311 -3.9777
H 3.8312 0.9141 -0.9084
H -4.0347 5.6605 4.9083
H -2.3185 4.0851 5.2866
H 1.1141 3.4220 1.0501
H -0.0264 -3.3014 -2.7263
H 2.1027 3.0675 -2.7915
H -3.3404 6.0617 3.2154
H -2.9775 4.8670 1.8559
H 5.9634 -2.5677 -1.5743
H -0.4261 0.0246 -3.7126
H 1.6999 -1.8781 -3.3821
H 4.8812 -4.6985 -2.0144
H -4.2173 -0.7718 2.0123
H 5.0053 -1.0387 0.0852
H -4.1770 -1.8907 -0.1389
H -2.8164 -2.1918 -1.2818
H -5.4378 5.1775 1.1856
H -3.5187 -0.5299 -1.1229
H 0.9612 -2.3368 3.1484
H 2.7491 -3.6359 3.5947
H 3.7642 2.3913 0.1253
H 1.9678 -4.0858 0.9428
H 4.4452 -4.2361 5.2288
H 0.3154 3.8798 -0.4966
H 0.3257 2.7816 -2.6717
H -4.8554 2.3835 -1.9888
H 6.0559 -0.2186 5.1854
H 2.9920 -5.4548 -0.7679
H -1.9488 -3.5204 0.8728
H 2.3493 -0.3206 -2.7601
H 6.1343 -2.5911 5.9611
H 3.7067 2.5509 -1.6657
H 1.4267 1.4543 -3.2064
H 0.7942 -3.5501 -1.1802
H 4.4533 0.4321 3.3850
H -1.4904 4.1551 3.6045
H -3.5903 0.7883 1.3839
H -2.8471 0.0575 2.8537
H 0.3734 -2.0205 1.5501
*
```

The frontier orbital gap (alpha / beta) comes out at 5.6 / 6.0 eV. The value obtained for the relative energy (zero: lowest compared OMol25 entry of this formula, charge and spin) is 1.912 eV. The value obtained for the molecular weight is 772.5 g mol⁻¹. As for the expectation value of S²: 12.722.

Löwdin population analysis, charges in e, atoms 1 to 2: Tb 1.019; Se 0.915

---

A structure of composition C30H51As3ClGeN3O8SeTl. Source: OMol25; level of theory: ωB97M-V/def2-TZVPD.

```
! wB97M-V def2-TZVPD RIJCOSX def2/J DEFGRID3
* xyz -1 1
Tl 15.8510 10.5713 12.2249
Se 18.2937 8.9632 13.6780
As 14.4245 13.7862 11.3730
As 12.7885 16.0680 16.0019
As 9.7656 13.3144 12.6299
Ge 18.5829 9.0543 7.7149
Cl 13.8945 10.8730 15.6879
O 16.3425 6.9953 9.6452
O 11.2076 9.9307 13.4922
O 13.8596 12.1363 14.9649
O 14.7022 9.8191 14.9710
O 14.3875 11.0647 17.0407
O 12.5116 10.3329 15.7775
O 12.5437 11.3204 12.2285
O 15.8575 9.1106 8.8865
N 19.2862 8.6545 16.4128
N 13.8474 9.2257 11.1105
N 17.2166 9.5871 16.2684
C 12.1401 15.1944 13.2129
C 16.5599 8.9906 7.5975
C 14.5508 8.0988 10.6750
C 12.7114 14.9950 11.7548
C 14.6594 16.3470 16.6239
C 11.3753 16.5149 13.1379
C 12.8889 9.0048 12.0529
C 13.8661 13.0672 9.5392
C 16.9800 10.3424 18.7280
C 13.4309 6.7190 12.3625
C 17.5518 9.7187 17.6054
C 12.5510 14.4184 16.9830
C 19.3174 10.1961 6.2309
C 12.2256 10.2112 12.6199
C 12.7010 7.8205 12.8188
C 19.2025 7.2362 7.3094
C 18.7650 9.3955 20.1090
C 18.8230 9.0796 17.7254
C 17.5587 10.0325 20.0032
C 18.2458 9.0885 15.5248
C 11.2795 13.9979 13.6929
C 13.3383 15.2832 14.2740
C 8.7742 12.1407 13.9062
C 19.4634 8.9525 18.9373
C 15.5627 8.0398 9.6143
C 15.4994 15.2568 10.5664
C 14.4136 6.8873 11.4129
C 8.3886 14.7397 13.0071
C 20.5598 8.1390 16.0003
C 18.8302 9.5132 9.6415
H 12.1399 17.2365 12.9155
H 13.7060 14.2868 14.5789
H 19.8248 9.9794 9.7808
H 15.5406 16.0561 11.3812
H 17.0413 10.3672 20.8665
H 12.2137 14.6216 18.0103
H 14.9866 15.6736 9.6910
H 16.0272 10.8641 18.6852
H 15.4635 15.9483 15.9198
H 18.8518 6.5772 8.0998
H 20.5214 7.0518 16.0517
H 10.9846 14.2103 14.6852
H 21.4097 8.4721 16.6105
H 10.6383 16.6187 12.3258
H 10.8120 16.7084 14.0762
H 19.6273 9.4939 5.3928
H 18.5184 10.8849 5.8613
H 13.2406 5.7375 12.8493
H 8.3861 12.6924 14.7733
H 13.0618 13.6305 9.0503
H 7.9447 11.4896 13.4947
H 20.4874 8.4751 18.8582
H 8.6127 15.6558 12.4172
H 14.2212 15.7848 13.8841
H 7.4251 14.3487 12.7101
H 9.5184 11.5269 14.3481
H 12.0603 7.8701 13.7419
H 11.9345 14.6177 11.1365
H 16.2458 9.8185 6.9607
H 14.9970 5.9714 11.1616
H 18.8351 6.9456 6.3327
H 18.0828 10.2529 9.9183
H 14.7812 15.8452 17.6075
H 17.1995 7.0225 9.1282
H 20.2391 10.7084 6.5061
H 14.7909 13.1175 8.9916
H 8.3155 14.9208 14.0813
H 11.5545 10.1405 14.4248
H 19.1646 9.3187 21.0711
H 16.3550 9.9648 15.8627
H 18.8250 8.4972 10.0309
H 20.3623 7.2085 7.3082
H 13.5981 11.9937 9.5739
H 16.4985 14.9144 10.4539
H 14.7400 17.4680 16.7113
H 11.7348 13.8102 16.5139
H 20.7331 8.2936 14.9203
H 13.4619 13.8002 16.9881
H 16.2732 8.0167 7.0819
H 12.9827 15.9654 11.3221
H 11.8878 13.0636 13.7924
*
```

The frontier orbital gap (alpha / beta) comes out at 4.1 / 4.1 eV. The value obtained for the relative energy (zero: lowest compared OMol25 entry of this formula, charge and spin) is 2.339 eV. The value obtained for the molecular weight is 1197.9 g mol⁻¹.

Löwdin population analysis, charges in e, atoms 1 to 2: Tl 0.732; Se 0.531

---

A cluster of 6 separate species, C30H51FN10OP in total. Source: OMol25; level of theory: ωB97M-V/def2-TZVPD.

```
! wB97M-V def2-TZVPD RIJCOSX def2/J DEFGRID3
* xyz 1 1
P 1.4327 2.6509 -0.1800
F 4.1748 1.3077 -1.9626
O 0.4810 2.5921 1.1633
N 1.9453 0.2777 -2.9466
N -3.0908 -3.6804 -0.6467
N 1.4484 1.0138 -0.7187
N -0.1689 1.0070 -2.3715
N 4.4029 0.5970 4.6705
N -3.3879 -0.6017 -1.8547
N -1.7492 -0.1701 -6.0071
N -2.5086 -1.2289 3.2215
N 4.2239 -1.9960 0.1420
N -2.4677 4.7619 3.7836
C -0.3997 -0.2242 -6.2846
C 3.2742 -1.7980 -0.9614
C 5.7276 0.3431 4.8954
C -2.8770 -5.8783 -0.4927
C 2.5865 1.3549 -3.7360
C -2.0202 -2.0541 4.2018
C -3.6944 -5.4229 0.5761
C -1.6613 0.5222 -0.3797
C 5.3516 0.3684 2.6809
C 6.3445 0.1987 3.6808
C -4.0761 -1.3467 4.7780
C 1.6932 -0.1301 0.1858
C 4.1660 0.6093 3.3231
C 3.0810 3.0812 0.5247
C -1.9803 2.6061 3.7180
C -1.5671 -0.2401 -8.2078
C -3.7630 -0.7968 3.5660
C -1.6964 3.8237 3.1562
C -2.9697 -2.1436 5.1819
C -2.9629 2.8184 4.7204
C -3.0908 -0.0320 -0.5430
C 3.6165 2.1209 -2.9099
C -0.2657 -0.2717 -7.6459
C 1.0509 0.7754 -1.9931
C 1.8716 -1.4986 -0.4608
C -3.2433 4.1577 4.7376
C -2.4597 -0.1767 -7.1754
C -2.5217 -4.7818 -1.2306
C -1.2418 1.4910 -1.4834
C -3.8099 -4.0647 0.4535
H 1.8739 2.0277 -4.2055
H -0.4099 0.8532 -3.3429
H -3.9256 4.7300 5.3418
H -1.5357 1.6634 3.4401
H -0.9167 2.4258 -1.0568
H -1.0184 4.0948 2.3668
H -1.6457 1.0845 0.5453
H -4.9960 -1.1965 5.3173
H 0.6664 -0.3235 -8.1831
H 3.1762 0.7917 2.9367
H 7.3899 -0.0064 3.5262
H -3.0010 -2.7374 -0.9758
H 3.1792 3.0067 -2.4625
H -3.7717 0.7689 -0.2998
H 0.8778 -0.2043 0.8970
H 3.7470 2.2433 0.6734
H -3.1961 -0.7857 0.2284
H -0.9819 -0.3178 -0.3061
H -3.4117 2.0718 5.3539
H 4.5620 -2.9462 0.1396
H -2.1596 -0.1355 -5.0929
H 3.6457 -1.0216 -1.6139
H -2.5536 -0.9733 -2.2920
H -3.7885 0.1137 -2.4458
H 1.1322 -1.7121 -1.2317
H -2.5864 -6.8949 -0.6969
H 3.8329 -1.7699 1.0467
H 6.1174 0.2889 5.8970
H 3.1392 0.8717 -4.5264
H -3.5352 -0.1380 -7.1703
H 3.2130 -2.7268 -1.5119
H -1.0456 -2.5036 4.1163
H 2.8760 3.6129 1.4418
H 0.7859 1.8683 1.7386
H -2.0888 1.7260 -2.1106
H 0.3222 -0.2232 -5.4841
H -2.0224 -0.9800 2.3812
H -2.8841 -2.7184 6.0884
H 3.4934 3.8002 -0.1639
H -4.3192 -0.1381 2.9207
H 4.4104 2.4576 -3.5676
H -1.9174 -4.6912 -2.1176
H 2.5791 0.0676 0.7806
H -2.4660 5.7442 3.5777
H -1.8178 -0.2636 -9.2543
H 1.6952 -2.2235 0.3233
H 3.7143 0.7526 5.3842
H -4.3404 -3.3425 1.0511
H 5.4885 0.3169 1.6121
H 1.3671 -0.3252 -3.5275
H -4.1478 -6.0250 1.3450
*
```

The frontier orbital gap comes out at 6.3 eV. The value obtained for the molecular weight is 617.8 g mol⁻¹.

Löwdin population analysis, charges in e, atoms 1 to 2: P 0.912; F -0.022

---

A structure of composition C30H51N2O2P2Zn. Source: OMol25; level of theory: ωB97M-V/def2-TZVPD.

```
! wB97M-V def2-TZVPD RIJCOSX def2/J DEFGRID3
* xyz 1 1
Zn -0.0171 0.6674 -0.1909
P 0.2283 -2.6135 -0.3880
P -0.6556 2.9122 -0.3117
O -1.9454 0.3123 2.3264
O 1.3879 0.9037 2.6643
N 1.1097 -0.2556 -1.5006
N -1.6163 0.3425 -1.3882
C -0.5581 -2.5285 2.3706
C 2.3675 -3.8080 -1.5873
C 1.0062 3.8220 -0.6367
C 0.4130 -5.3930 -1.4130
C 2.1320 -1.5702 -4.8284
C 1.4220 -0.7460 -2.5322
C -0.1983 -3.5653 1.3021
C -1.3903 3.8673 2.2007
C -3.3472 1.1608 -2.8174
C 0.3268 -3.6273 -3.0922
C -2.2297 1.3575 -2.0153
C -3.2420 2.9467 0.7551
C -3.1984 -1.1842 -2.3319
C 2.4206 -0.5772 -3.7164
C -0.8745 0.6134 1.8287
C -1.6416 2.7705 -1.8837
C -1.3941 -4.5112 1.1636
C -1.9403 3.7707 0.7687
C 1.4102 3.6132 -2.1017
C -2.2849 5.1697 0.2350
C 3.8219 -0.8009 -3.1608
C 0.4135 0.8325 1.9519
C 0.8423 -3.9485 -1.6838
C 2.3233 0.8414 -4.2694
C 1.0760 -4.2929 1.7806
C 0.9110 5.3168 -0.3341
C -3.8767 -0.1271 -2.9143
C 2.0855 3.1836 0.2675
C -1.9758 -0.9680 -1.6402
C -1.2132 -2.1174 -1.2707
H -2.4499 3.5122 -1.9437
H 2.7389 -4.0923 -0.5921
H 1.4294 -5.0674 1.0924
H 0.8558 -4.7783 2.7448
H 0.8653 -4.2586 -3.8165
H 2.6751 1.5653 -3.5278
H 1.9027 5.7593 -0.5198
H 1.1185 -1.4295 -5.2213
H 1.8489 3.2753 1.3345
H 0.7630 4.1663 -2.7957
H -4.7978 -0.2923 -3.4714
H -0.6997 -3.0566 3.3304
H 2.9681 0.9645 -5.1520
H 1.2956 1.0837 -4.5651
H 1.8950 -3.5772 1.9370
H -0.4171 4.3751 2.2372
H 4.5794 -0.6230 -3.9352
H -3.7854 2.0201 -3.3186
H -3.1947 5.5089 0.7535
H 0.8571 -6.0294 -2.1956
H 2.2490 -2.5989 -4.4742
H 1.4041 2.5503 -2.3830
H 0.6598 5.5185 0.7159
H 0.1926 5.8250 -0.9905
H -3.9893 3.4897 1.3526
H -0.9999 2.9653 -2.7600
H -2.5022 5.1781 -0.8397
H 3.9501 -1.8246 -2.7919
H -1.5705 -4.9884 2.1435
H 2.4395 3.9833 -2.2409
H -1.8196 -3.0233 -1.4026
H -3.6427 2.8490 -0.2586
H -1.5036 5.9087 0.4416
H 2.6712 -2.7712 -1.7742
H 0.2300 -1.7830 2.5213
H 0.7520 -5.7847 -0.4504
H -0.6752 -5.5037 -1.4905
H -1.4937 -2.0050 2.1523
H 3.0399 3.6993 0.0823
H -1.2332 -5.3123 0.4361
H -1.2904 2.8828 2.6683
H -2.1038 4.4517 2.8017
H -3.5658 -2.2096 -2.4028
H 2.2389 2.1169 0.0389
H -2.3029 -3.9599 0.8870
H 2.8571 -4.4605 -2.3243
H 0.4879 -2.5785 -3.3612
H 4.0144 -0.0973 -2.3386
H -3.1307 1.9505 1.1941
H 2.8352 -1.4245 -5.6545
H -0.7444 -3.8392 -3.2011
*
```

The frontier orbital gap (alpha / beta) comes out at 3.3 / 3.3 eV. The value obtained for the relative energy (zero: lowest compared OMol25 entry of this formula, charge and spin) is 2.063 eV. The value obtained for the molecular weight is 599.1 g mol⁻¹.

Löwdin population analysis, charges in e, atoms 1 to 2: Zn 0.546; P 1.053